Entry 1:
{
  "formula": "C56H65BN3O27SSi2",
  "method": "ωB97M-V/def2-TZVPD",
  "symbols": ["C", "C", "C", "O", "C", "C", "B", "O", "C", "C", "C", "C", "C", "S", "O", "O", "C", "C", "C", "C", "O", "Si", "C", "C", "C", "C", "C", "C", "C", "N", "N", "Si", "C", "C", "C", "C", "O", "N", "O", "C", "H", "H", "H", "H", "H", "H", "H", "H", "H", "H", "H", "H", "H", "H", "H", "H", "H", "H", "H", "H", "H", "H", "H", "H", "H", "H", "H", "H", "H", "H", "H", "H", "H", "H", "H", "H", "H", "H", "H", "H", "H", "H", "H", "H", "H", "C", "C", "C", "O", "C", "C", "C", "O", "O", "O", "H", "H", "H", "H", "C", "C", "C", "O", "C", "C", "C", "O", "O", "O", "H", "H", "H", "H", "C", "C", "C", "O", "C", "C", "C", "O", "O", "O", "H", "H", "H", "H", "C", "C", "C", "O", "C", "C", "C", "O", "O", "O", "H", "H", "H", "H", "C", "C", "C", "O", "C", "C", "C", "O", "O", "O", "H", "H", "H", "H"],
  "xyz": [[3.11, 1.00, 2.52], [1.68, 0.68, 1.78], [1.56, -0.97, 1.55], [0.15, -1.30, 1.15], [0.04, -2.70, 0.73], [-0.21, -3.74, 2.02], [-0.35, -3.25, 3.59], [-0.88, -1.91, 3.95], [0.15, -4.18, 4.89], [1.80, -4.12, 4.95], [-0.33, -5.34, 1.63], [-0.25, -5.93, 0.07], [-0.35, -7.53, -0.09], [-0.17, -8.60, 1.42], [-1.48, -8.49, 2.30], [1.08, -8.23, 2.31], [-0.06, -4.87, -1.21], [-0.03, -5.32, -2.79], [-0.25, -6.86, -3.30], [1.26, -7.56, -3.46], [2.17, -6.65, -2.71], [3.85, -7.11, -2.90], [4.57, -8.14, -1.40], [4.29, -7.98, -4.56], [4.87, -5.43, -2.89], [0.24, -4.14, -3.96], [0.33, -4.71, -5.53], [-1.19, -4.91, -6.21], [-1.25, -5.86, -7.57], [-2.34, -4.38, -5.67], [0.39, -2.64, -3.60], [0.61, -1.41, -4.91], [2.40, -1.75, -5.63], [0.54, 0.42, -4.49], [-0.69, -1.60, -6.38], [0.36, -2.19, -2.12], [0.56, -0.79, -1.69], [1.89, -0.48, -1.64], [2.05, 0.73, -1.66], [0.11, -3.24, -0.85], [4.04, 0.64, 1.87], [3.17, 0.37, 3.53], [3.24, 2.13, 2.84], [0.83, 0.94, 2.56], [1.46, 1.30, 0.82], [2.36, -1.39, 0.79], [1.84, -1.44, 2.60], [-1.58, -1.71, 3.26], [-0.33, -3.70, 5.87], [-0.29, -5.26, 4.71], [2.18, -3.07, 4.55], [2.13, -4.35, 6.06], [2.19, -4.92, 4.18], [-0.50, -6.03, 2.58], [-1.41, -7.78, -0.56], [0.53, -7.87, -0.82], [-0.12, -9.98, 1.05], [-1.01, -7.50, -2.69], [-0.70, -6.96, -4.40], [1.52, -7.65, -4.60], [1.22, -8.64, -3.01], [4.29, -9.26, -1.58], [5.75, -7.95, -1.39], [4.09, -7.68, -0.43], [5.37, -7.59, -4.87], [3.57, -7.69, -5.44], [4.37, -9.15, -4.40], [4.12, -4.56, -2.58], [5.24, -5.15, -3.98], [5.72, -5.43, -2.08], [1.06, -4.11, -6.22], [0.79, -5.81, -5.58], [-1.39, -7.01, -7.28], [-2.15, -5.54, -8.26], [-0.26, -5.72, -8.20], [-3.18, -4.65, -6.26], [2.27, -2.27, -6.70], [2.99, -2.55, -4.97], [3.06, -0.79, -5.67], [-0.26, 0.71, -3.68], [1.64, 0.82, -4.23], [0.23, 1.03, -5.47], [-0.74, -0.60, -6.99], [-1.77, -1.82, -5.99], [-0.29, -2.43, -7.14], [-1.22, 2.74, -0.49], [-1.89, 2.84, -1.64], [-2.69, 4.06, -1.97], [-3.28, 4.13, -3.04], [-2.73, 5.14, -0.97], [-2.06, 5.04, 0.18], [-1.24, 3.83, 0.49], [-0.62, 3.77, 1.55], [-2.10, 6.05, 1.12], [-1.88, 1.82, -2.57], [-0.63, 1.86, -0.25], [-3.33, 6.01, -1.21], [-1.53, 5.74, 1.86], [-2.44, 2.13, -3.31], [4.78, 4.29, 5.37], [4.81, 5.48, 5.96], [4.31, 5.67, 7.35], [4.37, 6.78, 7.87], [3.74, 4.51, 8.04], [3.70, 3.31, 7.45], [4.23, 3.11, 6.07], [4.20, 2.00, 5.56], [3.16, 2.21, 8.09], [5.32, 6.59, 5.30], [5.15, 4.13, 4.36], [3.36, 4.66, 9.04], [3.25, 1.47, 7.46], [5.24, 7.33, 5.94], [-1.38, 10.71, -0.85], [-1.35, 11.90, -0.26], [-1.86, 12.09, 1.13], [-1.79, 13.20, 1.65], [-2.42, 10.93, 1.82], [-2.46, 9.73, 1.23], [-1.93, 9.54, -0.15], [-1.96, 8.42, -0.66], [-3.00, 8.63, 1.87], [-0.84, 13.01, -0.91], [-1.02, 10.55, -1.86], [-2.81, 11.09, 2.82], [-2.91, 7.89, 1.24], [-0.92, 13.75, -0.28], [-3.81, 13.23, -4.37], [-3.59, 12.91, -5.64], [-3.67, 11.50, -6.11], [-3.48, 11.24, -7.30], [-3.99, 10.46, -5.12], [-4.21, 10.78, -3.85], [-4.15, 12.19, -3.38], [-4.38, 12.46, -2.21], [-4.51, 9.81, -2.91], [-3.26, 13.88, -6.58], [-3.76, 14.25, -4.01], [-4.03, 9.44, -5.47], [-4.63, 10.29, -2.06], [-3.15, 13.40, -7.42], [-2.16, -5.16, 8.29], [-3.14, -4.88, 9.15], [-4.35, -5.74, 9.26], [-5.22, -5.47, 10.07], [-4.44, -6.91, 8.37], [-3.46, -7.19, 7.50], [-2.25, -6.34, 7.41], [-1.35, -6.63, 6.62], [-3.55, -8.28, 6.66], [-3.07, -3.77, 9.97], [-1.28, -4.54, 8.20], [-5.33, -7.52, 8.44], [-2.72, -8.27, 6.14], [-3.90, -3.78, 10.50]],
  "e_tot_ev": -146114.132,
  "lumo_energy_ev": -4.78,
  "fmax_ha_per_bohr": 0.1575,
  "total_charge": 1,
  "molar_mass_g_mol": 1311.181,
  "orbital_gap_ev": 6.05,
  "homo_ev": -10.830
}

---

Entry 2:
{
  "formula": "C56H66Cl2F8NO29PS",
  "method": "ωB97M-V/def2-TZVPD",
  "symbols": ["C", "C", "C", "C", "C", "C", "C", "C", "C", "C", "C", "C", "C", "C", "C", "N", "C", "C", "C", "C", "C", "C", "C", "C", "Cl", "C", "P", "O", "O", "S", "C", "C", "C", "O", "C", "C", "C", "C", "O", "Cl", "C", "O", "H", "H", "H", "H", "H", "H", "H", "H", "H", "H", "H", "H", "H", "H", "H", "H", "H", "H", "H", "H", "H", "H", "H", "H", "H", "H", "H", "H", "H", "H", "H", "H", "H", "H", "H", "H", "H", "H", "H", "H", "H", "H", "O", "C", "O", "C", "C", "F", "O", "H", "H", "H", "O", "C", "O", "C", "C", "F", "O", "H", "H", "H", "O", "C", "O", "C", "C", "F", "O", "H", "H", "H", "O", "C", "O", "C", "C", "F", "O", "H", "H", "H", "O", "C", "O", "C", "C", "F", "O", "H", "H", "H", "O", "C", "O", "C", "C", "F", "O", "H", "H", "H", "O", "C", "O", "C", "C", "F", "O", "H", "H", "H", "O", "C", "O", "C", "C", "F", "O", "H", "H", "H"],
  "xyz": [[-1.05, 0.72, 1.14], [-1.00, -0.50, 0.01], [-1.34, -0.26, -1.61], [-1.69, 1.28, -2.02], [-0.41, 2.33, -1.80], [1.05, 1.64, -2.05], [2.08, 2.77, -2.73], [2.78, 2.21, -4.14], [4.42, 2.37, -4.08], [5.08, 1.93, -5.52], [6.54, 1.16, -5.39], [6.38, -0.49, -5.27], [7.44, -1.18, -4.20], [7.34, -0.56, -2.68], [6.61, -1.60, -1.60], [5.24, -1.90, -2.16], [5.02, -3.21, -2.93], [3.44, -3.08, -3.35], [2.87, -1.67, -2.74], [4.10, -0.91, -1.96], [-1.29, -1.56, -2.66], [-1.69, -1.19, -4.23], [-0.50, -0.45, -5.07], [-0.38, -0.89, -6.65], [1.36, -1.05, -7.24], [-0.86, -3.10, -2.17], [-0.74, -4.59, -3.42], [-0.46, -4.04, -5.08], [-2.23, -5.56, -3.42], [0.84, -5.74, -3.04], [-0.55, -3.28, -0.55], [-0.59, -2.01, 0.54], [-0.20, -2.32, 2.14], [-0.80, -1.74, 3.18], [0.98, -3.48, 2.32], [1.01, -4.64, 1.34], [2.21, -5.76, 1.49], [3.66, -4.97, 1.71], [4.55, -5.32, 2.65], [4.04, -3.50, 0.60], [-0.16, -4.75, 0.15], [-0.76, -5.91, -0.15], [-1.71, 0.44, 2.09], [0.05, 0.99, 1.53], [-1.50, 1.72, 0.72], [-2.56, 1.65, -1.31], [-2.03, 1.44, -3.13], [-0.46, 2.91, -0.78], [-0.53, 3.16, -2.64], [1.52, 1.43, -0.97], [1.04, 0.68, -2.72], [2.94, 3.07, -1.96], [1.53, 3.76, -3.02], [2.39, 2.89, -5.02], [2.52, 1.07, -4.32], [4.91, 1.72, -3.23], [4.73, 3.50, -3.89], [5.24, 2.86, -6.23], [4.35, 1.19, -6.06], [7.19, 1.39, -6.35], [7.12, 1.62, -4.48], [6.61, -0.94, -6.34], [5.24, -0.72, -4.99], [7.34, -2.36, -4.25], [8.53, -0.94, -4.61], [6.75, 0.47, -2.65], [8.45, -0.36, -2.30], [6.48, -1.01, -0.59], [7.24, -2.59, -1.48], [5.79, -4.08, -3.15], [2.87, -3.89, -3.99], [1.75, -1.39, -2.91], [4.04, 0.11, -1.39], [-2.58, -0.40, -4.14], [-2.19, -2.12, -4.80], [0.57, -0.55, -4.55], [-0.74, 0.72, -5.03], [-0.93, -0.04, -7.28], [-0.92, -1.91, -6.79], [-0.75, -4.82, -5.67], [-2.46, -5.70, -4.41], [1.80, -3.37, 3.17], [2.32, -6.41, 0.50], [2.09, -6.47, 2.41], [4.79, 0.38, 6.42], [4.37, -0.76, 6.26], [4.81, -1.61, 5.28], [4.18, -2.85, 5.52], [2.97, -2.45, 6.29], [2.62, -3.42, 7.17], [3.40, -1.33, 7.02], [4.85, -3.50, 6.09], [3.93, -3.35, 4.58], [2.11, -2.18, 5.67], [1.39, 4.75, 6.77], [1.89, 3.85, 7.44], [1.99, 2.55, 7.03], [2.73, 1.87, 8.02], [2.51, 2.72, 9.22], [3.59, 2.69, 10.04], [2.40, 4.02, 8.69], [3.78, 1.83, 7.72], [2.36, 0.85, 8.16], [1.61, 2.48, 9.79], [2.33, 10.64, 8.78], [1.91, 9.51, 8.62], [2.35, 8.66, 7.64], [1.72, 7.42, 7.88], [0.51, 7.82, 8.66], [0.16, 6.85, 9.53], [0.94, 8.94, 9.39], [2.39, 6.77, 8.45], [1.46, 6.92, 6.94], [-0.35, 8.09, 8.04], [-2.66, 3.90, 1.87], [-3.69, 3.32, 2.18], [-4.34, 2.43, 1.37], [-5.40, 1.90, 2.14], [-5.62, 2.95, 3.17], [-6.03, 2.41, 4.34], [-4.33, 3.49, 3.37], [-5.08, 0.94, 2.58], [-6.29, 1.73, 1.53], [-6.30, 3.74, 2.87], [3.62, 5.65, -7.08], [2.88, 6.19, -6.28], [2.54, 7.51, -6.32], [1.57, 7.71, -5.31], [1.85, 6.58, -4.37], [0.71, 6.17, -3.77], [2.30, 5.55, -5.23], [0.57, 7.66, -5.75], [1.70, 8.68, -4.83], [2.62, 6.79, -3.62], [-7.22, -3.90, -0.82], [-6.46, -4.85, -0.93], [-5.68, -5.33, 0.08], [-5.06, -6.50, -0.41], [-5.11, -6.29, -1.89], [-5.22, -7.47, -2.54], [-6.29, -5.56, -2.08], [-5.64, -7.38, -0.10], [-4.04, -6.60, -0.04], [-4.25, -5.73, -2.29], [-8.46, 1.64, 1.33], [-8.49, 2.19, 0.24], [-9.49, 3.02, -0.18], [-9.08, 3.55, -1.42], [-8.11, 2.53, -1.90], [-7.14, 3.11, -2.65], [-7.52, 2.05, -0.71], [-8.62, 4.53, -1.27], [-9.93, 3.66, -2.10], [-8.56, 1.70, -2.45], [-6.65, -7.78, 1.36], [-7.39, -7.23, 2.17], [-7.73, -5.91, 2.13], [-8.70, -5.71, 3.14], [-8.42, -6.84, 4.07], [-9.56, -7.26, 4.67], [-7.97, -7.87, 3.22], [-9.70, -5.76, 2.70], [-8.57, -4.74, 3.62], [-7.65, -6.63, 4.82]],
  "e_tot_ev": -186894.028,
  "lumo_energy_ev": -2.04,
  "smiles": "Cc1c(CCCCCCCCCCCCn2cccc2)c(CCCCl)c(P(O)(O)=S)c2c1C(=O)C=C(CC(=O)Cl)C2=O.O=C1OC[C@@H](F)O1.O=C1OC[C@@H](F)O1.O=C1OC[C@@H](F)O1.O=C1OC[C@@H](F)O1.O=C1OC[C@@H](F)O1.O=C1OC[C@@H](F)O1.O=C1OC[C@@H](F)O1.O=C1OC[C@@H](F)O1",
  "fmax_ha_per_bohr": 0.1754,
  "molar_mass_g_mol": 1503.053,
  "orbital_gap_ev": 5.77,
  "homo_ev": -7.809
}

---

Entry 3:
{
  "formula": "C56H71Br2ClF9N8O3S",
  "method": "ωB97M-V/def2-TZVPD",
  "symbols": ["C", "C", "S", "C", "C", "Br", "C", "F", "Cl", "C", "C", "C", "C", "Br", "C", "C", "C", "C", "C", "C", "C", "C", "C", "N", "C", "C", "O", "C", "C", "F", "F", "C", "F", "F", "C", "F", "F", "C", "F", "F", "C", "O", "C", "C", "O", "H", "H", "H", "H", "H", "H", "H", "H", "H", "H", "H", "H", "H", "H", "H", "H", "H", "H", "H", "H", "H", "H", "H", "H", "H", "H", "H", "H", "H", "H", "H", "H", "H", "H", "H", "H", "N", "C", "C", "C", "C", "H", "H", "H", "H", "H", "N", "C", "C", "C", "C", "H", "H", "H", "H", "H", "N", "C", "C", "C", "C", "H", "H", "H", "H", "H", "N", "C", "C", "C", "C", "H", "H", "H", "H", "H", "N", "C", "C", "C", "C", "H", "H", "H", "H", "H", "N", "C", "C", "C", "C", "H", "H", "H", "H", "H", "N", "C", "C", "C", "C", "H", "H", "H", "H", "H"],
  "xyz": [[-1.29, 3.19, 0.47], [-1.30, 1.82, 1.38], [-0.79, 2.03, 3.16], [0.64, 3.30, 3.31], [2.03, 2.65, 3.86], [1.16, 1.33, 5.16], [2.59, 3.91, 4.82], [2.33, 5.30, 4.42], [2.21, 3.48, 6.62], [4.24, 3.83, 4.52], [5.22, 5.03, 4.95], [5.56, 6.30, 4.05], [7.17, 6.34, 3.59], [4.52, 6.75, 2.44], [4.14, 3.21, 2.98], [5.49, 3.17, 2.08], [6.67, 2.13, 2.63], [8.08, 2.80, 2.03], [8.14, 3.01, 0.38], [9.40, 3.70, -0.44], [10.67, 4.21, 0.49], [10.62, 3.98, 2.11], [9.35, 3.29, 2.94], [3.08, 2.08, 2.88], [2.44, 2.00, 1.49], [3.30, 1.30, 0.30], [3.21, 2.02, -1.02], [1.83, 2.01, -1.52], [1.75, 1.53, -3.12], [3.19, 1.54, -3.58], [1.19, 0.15, -3.08], [0.80, 2.63, -3.88], [1.55, 3.94, -3.89], [-0.47, 2.76, -3.08], [0.34, 2.24, -5.40], [0.49, 3.50, -6.22], [-1.12, 1.95, -5.37], [1.24, 1.10, -6.15], [2.65, 1.55, -6.47], [0.60, 0.89, -7.50], [3.65, 0.71, 3.22], [4.27, 0.59, 4.55], [3.99, -0.81, 5.03], [4.61, -2.13, 4.22], [3.28, -1.10, 6.12], [-1.39, 4.19, 1.07], [-2.11, 3.05, -0.37], [-0.25, 3.21, -0.10], [-0.68, 0.93, 0.92], [-2.43, 1.43, 1.39], [0.20, 4.00, 4.18], [0.72, 4.00, 2.38], [4.53, 3.01, 5.34], [6.26, 4.52, 5.25], [4.80, 5.43, 6.00], [5.48, 7.26, 4.75], [7.21, 6.15, 2.41], [7.81, 5.48, 4.08], [7.68, 7.36, 3.84], [3.50, 4.06, 2.44], [6.00, 4.25, 2.20], [5.32, 3.08, 0.91], [6.56, 1.10, 2.08], [6.69, 2.05, 3.80], [7.23, 2.65, -0.29], [9.36, 3.85, -1.61], [11.56, 4.73, -0.08], [11.53, 4.38, 2.74], [9.33, 3.17, 4.11], [2.16, 3.07, 1.05], [1.48, 1.30, 1.60], [2.86, 0.21, 0.06], [4.44, 1.14, 0.49], [1.46, 3.15, -1.45], [1.15, 1.28, -0.91], [1.22, 0.03, -5.64], [2.78, -0.07, 3.13], [4.54, 0.35, 2.51], [5.42, -1.77, 3.45], [5.05, -2.82, 5.08], [3.74, -2.76, 3.73], [-6.89, 0.62, 2.64], [-5.80, 0.61, 3.47], [-4.85, 1.46, 2.94], [-5.39, 2.01, 1.75], [-6.65, 1.48, 1.59], [-7.74, 0.09, 2.78], [-5.79, 0.00, 4.36], [-3.87, 1.66, 3.37], [-4.91, 2.71, 1.09], [-7.40, 1.63, 0.83], [-10.22, -0.96, 4.46], [-11.34, -1.50, 5.02], [-12.26, -0.49, 5.20], [-11.67, 0.70, 4.71], [-10.41, 0.38, 4.26], [-9.38, -1.47, 4.22], [-11.39, -2.56, 5.26], [-13.25, -0.60, 5.62], [-12.12, 1.69, 4.69], [-9.64, 0.99, 3.81], [-2.47, -1.96, -4.72], [-3.59, -2.50, -4.16], [-4.51, -1.49, -3.98], [-3.92, -0.30, -4.47], [-2.66, -0.62, -4.92], [-1.63, -2.47, -4.96], [-3.64, -3.56, -3.92], [-5.50, -1.60, -3.56], [-4.36, 0.69, -4.49], [-1.88, -0.01, -5.37], [-1.64, -6.47, -4.38], [-0.55, -6.48, -3.55], [0.40, -5.63, -4.08], [-0.14, -5.08, -5.26], [-1.40, -5.61, -5.43], [-2.49, -7.00, -4.24], [-0.54, -7.10, -2.66], [1.37, -5.43, -3.65], [0.34, -4.38, -5.93], [-2.15, -5.46, -6.19], [-4.37, -6.34, -7.81], [-5.53, -6.50, -8.53], [-5.34, -7.53, -9.42], [-4.03, -8.02, -9.23], [-3.45, -7.27, -8.23], [-4.21, -5.65, -7.09], [-6.38, -5.86, -8.34], [-6.08, -7.90, -10.12], [-3.56, -8.84, -9.77], [-2.46, -7.32, -7.79], [-1.32, 4.01, 7.04], [-2.04, 5.06, 6.54], [-3.27, 5.07, 7.15], [-3.30, 3.98, 8.06], [-2.08, 3.35, 7.98], [-0.38, 3.77, 6.77], [-1.62, 5.72, 5.79], [-4.07, 5.78, 6.96], [-4.11, 3.70, 8.71], [-1.68, 2.49, 8.50], [-3.04, -11.32, -8.14], [-2.69, -12.62, -8.39], [-1.74, -13.00, -7.46], [-1.52, -11.89, -6.61], [-2.33, -10.87, -7.05], [-3.71, -10.78, -8.67], [-3.14, -13.17, -9.21], [-1.27, -13.97, -7.40], [-0.84, -11.84, -5.77], [-2.47, -9.86, -6.69]],
  "e_tot_ev": -265154.033,
  "lumo_energy_ev": -3.27,
  "fmax_ha_per_bohr": 0.1816,
  "total_charge": 1,
  "molar_mass_g_mol": 1302.547,
  "orbital_gap_ev": 5.79,
  "homo_ev": -9.067
}